(1)
{
  "formula": "C2H2Cl2Si",
  "method": "ωB97M-V/def2-TZVPD",
  "elements": ["C", "C", "Si", "Cl", "Cl", "H", "H"],
  "positions_angstrom": [[1.772655, 0.185273, -0.967654], [0.857365, -0.031863, -0.253706], [-0.749161, -0.274988, 0.651719], [-1.914819, 1.810978, -0.102433], [-1.749608, -1.902548, 0.092187], [2.609925, 0.485111, -1.500961], [-0.826358, -0.271965, 2.080850]],
  "atomic_forces_ev_per_a": [[1.669, 0.773, -1.136], [-3.511, -1.194, 2.770], [1.904, -0.298, -0.400], [-0.942, 1.937, -0.757], [-0.602, -1.397, -0.575], [0.910, 0.134, -0.772], [0.572, 0.044, 0.870]],
  "lowdin_spin": [0.11, 0.11, 0.44, 1.15, 0.12, 0.01, 0.06],
  "gap_ev": [6.53, 5.87],
  "relative_energy_kj_mol": 55.8,
  "lumo_ev": [0.7, -5.0],
  "multiplicity": 3,
  "homo_ev": [-5.838, -10.863],
  "e_tot_ev": -35024.03529
}


(2)
{
  "formula": "C2H2Cl3NO",
  "method": "ωB97M-V/def2-TZVPD",
  "elements": ["O", "N", "C", "C", "Cl", "Cl", "Cl", "H", "H"],
  "positions_angstrom": [[-1.480011, -0.383205, -1.772977], [-0.596908, -0.871739, -1.134621], [-0.160346, 0.141246, -0.062720], [-1.217600, 1.110905, 0.358454], [-0.882638, 1.876097, 1.923412], [-2.739126, 0.048946, 0.547479], [-1.459229, 2.464808, -0.878882], [0.807570, 0.633605, -0.606394], [0.336854, -0.309818, 0.758210]],
  "atomic_forces_ev_per_a": [[0.462, -1.052, -0.574], [-0.170, 1.452, 0.368], [3.037, 0.854, -2.346], [-1.302, 0.416, -0.411], [0.063, -0.306, -0.447], [0.506, 1.318, 0.403], [0.000, -1.163, 1.015], [-2.446, -0.629, 1.055], [-0.150, -0.892, 0.937]],
  "mulliken_charge": [-0.24, 0.08, -0.66, 0.51, -0.12, -0.14, -0.12, 0.30, 0.38],
  "gap_ev": 9.28,
  "relative_energy_kj_mol": 289.0,
  "lumo_ev": -0.4,
  "smiles": "O=NCC(Cl)(Cl)Cl",
  "multiplicity": 1,
  "homo_ev": -9.700,
  "e_tot_ev": -43207.96367
}


(3)
{
  "formula": "C2H2Cl3NO",
  "method": "ωB97M-V/def2-TZVPD",
  "elements": ["C", "C", "N", "O", "Cl", "Cl", "Cl", "H", "H"],
  "positions_angstrom": [[1.210862, 0.224693, 0.283289], [-1.480900, -0.206898, 0.445425], [1.409902, 0.498612, -1.008582], [1.724677, -0.826601, -0.448544], [-1.351134, -1.057926, -1.090280], [-1.721224, -1.194180, 1.776838], [-2.049154, 1.444666, 0.420150], [1.617416, 0.667786, 1.182434], [0.639553, 0.449845, -1.560731]],
  "atomic_forces_ev_per_a": [[-1.247, -1.355, 1.129], [1.721, 0.556, -1.394], [3.842, 1.940, 0.091], [-0.327, 0.023, 0.862], [-0.580, 0.605, 0.686], [-0.412, -0.092, 0.579], [-0.002, -1.035, 0.021], [0.205, -0.015, 0.003], [-3.201, -0.628, -1.977]],
  "mulliken_charge": [0.13, 0.27, -0.35, -0.27, -0.14, -0.11, -0.11, 0.30, 0.28],
  "gap_ev": [7.99, 8.74],
  "relative_energy_kj_mol": 596.7,
  "lumo_ev": [-0.5, 0.2],
  "multiplicity": 1,
  "homo_ev": [-8.507, -8.512],
  "e_tot_ev": -43204.77448
}